Entry 1:
ORCA calculation (ωB97M-V/def2-TZVPD) on a cluster of 4 separate species, C20H32F3O10 in total.

As for the net charge: -1. Its gap between HOMO and LUMO is 0.10391 Eh. The HOMO energy is -0.8 eV.

Geometry (Å):
C: -3.07 -1.35 1.11
C: -1.81 -0.81 0.32
C: -1.73 0.75 0.37
C: -1.04 1.13 1.75
C: -2.14 1.58 2.73
C: -1.65 1.95 4.19
C: -0.11 1.92 4.41
C: 0.44 0.50 4.75
C: 1.90 0.48 5.30
C: 3.02 0.67 4.24
O: 2.86 1.80 3.39
C: 2.43 1.42 2.08
H: -3.43 -2.27 0.59
H: -3.89 -0.59 1.07
H: -1.91 -1.17 -0.74
H: -0.90 -1.29 0.73
H: -2.73 1.20 0.30
H: -1.04 1.13 -0.42
H: -0.48 0.24 2.07
H: -0.30 1.94 1.52
H: -2.90 0.78 2.81
H: -2.61 2.49 2.29
H: -1.99 2.99 4.39
H: -2.15 1.31 4.94
H: 0.45 2.42 3.60
H: 0.09 2.54 5.32
H: -0.20 0.13 5.58
H: 0.33 -0.23 3.93
H: 1.97 1.22 6.13
H: 2.05 -0.51 5.78
H: 3.99 0.81 4.77
H: 3.10 -0.25 3.62
H: 1.78 0.53 2.08
H: 1.96 2.30 1.60
H: 3.34 1.19 1.49
C: 4.46 3.61 -0.07
C: 5.64 3.92 -0.95
O: 5.04 4.52 -2.08
C: 3.90 5.12 -1.63
O: 3.30 5.93 -2.24
O: 3.56 4.67 -0.40
F: 6.28 2.78 -1.34
H: 4.00 2.66 -0.31
H: 4.72 3.62 0.99
H: 6.37 4.61 -0.51
C: -0.97 -4.16 -3.15
C: 0.40 -3.58 -3.37
O: 0.69 -2.98 -2.13
C: 0.01 -3.70 -1.19
O: 0.22 -3.65 -0.03
O: -0.93 -4.49 -1.76
F: 0.38 -2.61 -4.33
H: -1.76 -3.43 -3.33
H: -1.16 -5.04 -3.75
H: 1.16 -4.32 -3.62
C: -4.38 -2.86 -7.12
C: -4.43 -2.61 -5.64
O: -3.51 -3.56 -5.14
C: -2.59 -3.76 -6.12
O: -1.54 -4.28 -5.95
O: -3.03 -3.28 -7.31
F: -5.66 -2.88 -5.14
H: -5.06 -3.66 -7.43
H: -4.60 -1.97 -7.71
H: -4.13 -1.61 -5.34

***

Entry 2:
ORCA calculation (ωB97M-V/def2-TZVPD) on an isolated molecule of C20H32N2O4.

The structure (SMILES) is O[C@H](COc1cccc(OC[C@H](O)CN2CCCC2)c1)CN1CCCC1. Its gap between HOMO and LUMO is 0.33369 Eh. The HOMO energy is -8.3 eV.

Geometry (Å):
O: -5.62 -1.66 0.10
C: -4.42 -1.02 -0.24
C: -3.26 -1.94 0.15
O: -2.06 -1.35 -0.30
C: -0.89 -2.01 -0.08
C: -0.77 -3.24 0.55
C: 0.49 -3.80 0.71
C: 1.62 -3.15 0.25
C: 1.50 -1.91 -0.39
O: 2.67 -1.37 -0.82
C: 2.69 -0.07 -1.38
C: 2.54 1.05 -0.33
O: 2.73 2.30 -0.96
C: 3.56 0.88 0.81
N: 4.90 1.10 0.31
C: 5.76 -0.07 0.25
C: 7.12 0.51 -0.12
C: 7.09 1.94 0.44
C: 5.69 2.09 1.03
C: 0.25 -1.35 -0.55
C: -4.32 0.34 0.46
N: -5.54 1.09 0.20
C: -5.83 2.12 1.18
C: -5.01 3.36 0.76
C: -4.86 3.19 -0.76
C: -5.51 1.82 -1.06
H: -6.28 -0.95 0.18
H: -4.38 -0.87 -1.34
H: -3.25 -2.07 1.24
H: -3.42 -2.92 -0.32
H: -1.63 -3.76 0.93
H: 0.59 -4.75 1.20
H: 2.60 -3.58 0.36
H: 1.91 0.04 -2.15
H: 3.66 0.02 -1.86
H: 1.53 1.06 0.08
H: 3.69 2.39 -1.09
H: 3.45 -0.13 1.24
H: 3.32 1.61 1.59
H: 5.38 -0.78 -0.48
H: 5.81 -0.58 1.23
H: 7.93 -0.09 0.30
H: 7.24 0.53 -1.20
H: 7.86 2.10 1.20
H: 7.26 2.67 -0.35
H: 5.27 3.09 0.88
H: 5.70 1.88 2.11
H: 0.10 -0.40 -1.04
H: -4.25 0.15 1.54
H: -3.41 0.85 0.14
H: -6.90 2.34 1.12
H: -5.60 1.78 2.19
H: -4.04 3.35 1.25
H: -5.52 4.28 1.03
H: -3.81 3.20 -1.05
H: -5.37 3.99 -1.31
H: -6.54 1.96 -1.39
H: -4.97 1.26 -1.82